Entry 1:
The following is a DFT calculation (ωB97M-V/def2-TZVPD) of a gas-phase ion, C5H6O2P (charge -1).

Geometry as XYZ:
```
14
Properties=species:S:1:pos:R:3:lowdin_charge:R:1
H 1.3849 1.6186 -2.3928 -0.078
O -0.3840 3.0146 1.8450 -0.007
C -0.4357 -0.4827 1.1344 -0.163
H 1.4116 0.9877 -0.6782 -0.061
C -0.4066 0.7162 1.8697 -0.021
C -0.9833 -0.6821 -0.2833 -0.391
C -0.7906 2.0677 1.1852 -0.666
H -0.0474 -1.3415 1.5828 0.044
H 0.0281 0.7690 2.8746 0.083
H -0.6894 -1.6319 -0.8470 0.059
P -0.8175 0.8793 -1.4803 0.812
C 0.8832 1.0812 -1.6044 -0.427
H -2.1054 -0.9181 -0.0836 0.076
O -1.3932 2.0200 0.0454 -0.261
```

Output
E_HOMO (spin up / spin down): -3.3646 / -3.3652 eV
Frontier orbital gap (spin up / spin down): 7.5 / 7.5 eV
Charge: -1
Energy: -685.94255 hartree
Energy above the lowest of the compared OMol25 structures with the same formula, charge and spin: 65.8 kcal per mole

=====

Entry 2:
The following is a DFT calculation (ωB97M-V/def2-TZVPD) of 5 unconnected molecules or ions with the total composition C45H92BClIN3O15PS2.

Geometry as XYZ:
```
161
Properties=species:S:1:pos:R:3:lowdin_charge:R:1
H -6.5958 -8.4241 -6.5075 0.088
C -2.8941 -7.9571 -5.9030 -0.185
H 2.0767 0.5276 7.8098 0.048
H -6.0007 11.4651 -0.8512 0.088
H 4.4243 0.7932 0.0487 0.115
C 5.0156 -0.4550 2.5540 -0.169
H -2.3937 1.8936 3.7833 0.110
H 7.8445 -3.4763 5.5111 0.132
H -4.3765 10.5544 3.1306 0.119
O 0.3816 -1.6593 -6.6894 -0.195
C 1.7028 -2.9782 -9.9595 -0.199
H -0.2434 -1.6087 -4.7154 0.079
N 6.0166 -4.1508 6.3670 0.064
H 4.3442 -3.3302 5.0468 0.083
H -3.7063 12.2626 1.3663 0.128
H -7.5567 1.5845 0.1894 0.090
H -4.3795 -7.6156 -8.1267 0.120
H 8.0790 -1.4964 2.5103 0.105
H 4.7230 3.5300 8.5016 0.074
H -0.4808 0.1451 3.5473 0.084
C 4.0547 -0.7072 -1.4471 -0.655
H 5.8365 -1.1558 0.7204 0.106
H 7.4511 -3.0380 0.5981 0.084
C 3.6215 0.1014 -0.2012 -0.248
H 4.5173 -1.6613 -1.1993 0.030
H 1.5309 -4.0293 -10.2273 0.129
O 1.6482 2.0767 3.6111 0.133
Cl 6.7461 0.9302 4.1498 0.719
H -6.7025 9.8102 1.3752 0.120
C 2.7444 -4.9098 3.6526 -0.018
H 5.4156 -0.8763 4.6537 0.087
C 0.0624 -1.7838 -11.1600 -0.107
H 1.3195 1.0103 6.2501 0.033
H -1.9450 4.5155 1.1024 0.093
C 0.2311 0.1972 2.7163 0.025
H 0.2939 -0.7178 2.1301 0.049
H -0.9143 3.7396 2.3287 0.077
H 4.2129 1.7456 3.8106 0.118
S 7.6091 -7.0006 2.9981 0.775
C 2.3906 -2.9154 -8.6134 -0.179
O 2.9679 -1.6513 -8.3058 -0.122
H 3.2340 -3.6092 -8.6425 0.128
C 4.0966 2.5661 6.6970 -0.407
H 1.3563 -0.4283 -8.8012 0.122
H 1.0930 -2.7570 -5.0829 0.053
H -6.2950 5.0217 3.2567 0.116
O -2.8173 -5.5142 -7.7589 -0.194
H -0.1554 0.9709 2.0436 0.083
C 0.1660 -2.3057 -5.4595 -0.140
H 1.6730 -2.2234 2.8977 0.117
C 4.7189 2.5133 8.1056 -0.169
H -7.2233 0.8460 1.7879 0.088
I 2.4207 -1.1399 -2.7670 0.908
H 3.0756 -5.5938 2.8730 0.088
C 3.2537 -0.8759 0.9446 -0.108
H 6.7176 -2.1063 3.4003 0.076
H -4.8227 12.2214 3.4495 0.128
O -2.9132 3.1847 2.2889 -0.196
O -4.6583 10.6690 0.5123 -0.203
H -6.5383 8.7243 4.2292 0.128
H 2.1665 -0.9484 -5.9007 0.074
O 2.9454 -1.2727 4.3070 -0.102
C -6.4263 8.5964 3.1465 -0.198
C 2.0871 -0.5783 -8.0055 -0.178
H -0.1105 -2.5752 -11.8972 0.090
H 2.1689 -0.9242 1.0081 0.116
H 6.7177 0.1359 1.5090 0.130
H 1.6577 -4.8326 3.5591 0.088
O 4.5543 -3.2815 4.1037 -0.066
C 5.2378 -0.0333 3.9940 -0.602
C 6.1699 -0.7905 1.6939 -0.098
O -5.9654 2.3995 1.2383 -0.202
C 2.9758 -0.1266 3.4889 -0.300
C -6.6765 3.3876 1.9695 -0.195
H -2.5085 -6.9365 -5.8731 0.118
C 5.5544 -5.6880 4.8803 -0.127
C 2.1126 0.4262 6.7262 -0.251
C 7.1395 -3.1823 1.6309 -0.426
H -1.5815 -4.0595 -8.5664 0.091
H -3.3481 7.5460 3.5650 0.085
H -7.0492 7.7513 2.8227 0.123
C 1.4147 -0.6896 -6.6549 -0.208
N 3.7666 -0.4854 2.2604 0.113
H 5.1122 -6.4716 4.2966 0.109
C -4.3964 7.6291 3.8510 -0.109
H 2.7216 0.3112 -7.9843 0.129
H 1.6185 -2.7784 4.5669 0.140
C 3.9379 0.8013 4.2784 -0.347
H -2.0850 5.0166 2.7939 0.083
H 4.7951 -0.1366 -2.0023 0.048
C -5.0106 10.9968 -0.8139 -0.114
P 3.8318 0.7980 6.1584 1.016
O -2.7513 -8.5238 -7.1974 -0.124
C 7.4870 -5.4515 3.4282 -1.062
H -7.9788 9.9129 2.5748 0.129
H 5.7426 2.1523 8.0380 0.068
C -6.7716 1.2929 0.8950 -0.112
C -5.7513 4.1463 2.8951 -0.184
H -0.8095 -5.1650 -7.3799 0.092
H -5.0478 10.0717 -1.3867 0.087
H 4.7202 3.1184 5.9975 0.073
H -2.2501 -8.5610 -5.2587 0.126
H -7.1161 4.0877 1.2474 0.131
C 2.2851 -2.4256 3.7762 -0.093
C -4.6976 11.7903 1.3822 -0.202
N 6.7300 -5.0834 4.5610 -0.130
H -3.2583 -8.5103 -9.1367 0.128
H 6.2062 -3.7459 1.6798 0.078
C -5.0237 11.3675 2.7983 -0.182
C 3.3413 -3.5187 3.4064 -0.357
H 0.8258 -1.0913 -11.5317 0.088
H -4.8512 1.6248 3.1815 0.121
C -1.7289 -4.6249 -7.6402 -0.108
H -5.4434 12.5175 1.0421 0.127
C 7.0550 -1.8488 2.3975 -0.251
C 6.9746 -4.1095 5.5217 -0.148
C -4.2978 -8.0341 -5.3412 -0.205
H -2.7717 3.5545 4.3265 0.127
H -4.4923 1.8336 4.8868 0.128
O -5.0781 8.2987 2.8153 -0.197
C -2.5711 -6.5633 -8.6815 -0.199
H -0.8618 -1.2279 -11.0124 0.089
H 4.2238 -5.3791 6.5742 0.114
H -4.2661 -7.8305 -4.2619 0.126
H 1.9369 -0.6311 6.5306 0.032
H -4.8078 6.6250 4.0005 0.070
O 0.4414 -2.3293 -9.9138 -0.213
H 0.9653 0.2777 -6.3915 0.131
H -4.2677 11.6654 -1.2627 0.088
H -7.0440 -6.7112 -6.5432 0.088
H -0.5521 -3.1024 -5.6280 0.062
H 2.9948 -5.2771 4.6464 0.067
C 5.1107 -5.1185 6.0260 -0.151
O -5.3841 3.4294 4.0692 -0.120
H 3.0947 2.9962 6.7837 0.069
H -6.9103 -7.5445 -4.9775 0.088
H -1.4992 -6.7875 -8.7337 0.126
S 8.3857 -4.2307 2.4864 0.897
C -6.8951 9.8546 2.4480 -0.181
B 1.5957 0.7374 3.2856 -0.403
C -3.3209 -7.8189 -8.2931 -0.180
C -1.9080 4.1623 2.1313 -0.101
H -7.4804 2.9298 2.5570 0.129
H 4.1145 1.8999 8.7729 0.061
H -4.6953 -9.0428 -5.5012 0.127
H 3.5811 -3.4072 2.3464 0.124
H -4.4521 8.1960 4.7872 0.091
H -2.9124 -6.2312 -9.6710 0.129
H -4.8702 4.5159 2.3691 0.121
H -1.9567 -3.9290 -6.8363 0.073
C -3.0598 2.7568 3.6314 -0.202
C -6.4909 -7.4657 -5.9867 -0.112
O -6.3939 11.0568 3.0139 -0.122
H 3.5653 -1.8868 0.6853 0.121
H 2.3478 -2.5193 -10.7173 0.128
H 1.7287 -3.2523 -7.8139 0.116
O -5.1393 -7.0629 -5.9410 -0.202
H 2.7104 0.6153 -0.4970 0.079
H 1.3310 2.2132 4.5145 0.111
C -4.4879 2.3422 3.9190 -0.183
H -6.1315 0.5478 0.4253 0.087
```

Output
E_HOMO: -10.1779 eV
Frontier orbital gap: 6.6 eV
Charge: +1
Energy: -4982.62525 hartree

=====

Entry 3:
The following is a DFT calculation (ωB97M-V/def2-TZVPD) of a single C2H3N3O3 molecule.

Geometry as XYZ:
```
11
Properties=species:S:1:pos:R:3:lowdin_charge:R:1
C 0.8233 0.5457 -0.3195 -0.261
H -2.9589 -0.6817 0.2634 0.142
N -2.0294 -1.1776 0.0170 0.202
O -0.0875 1.5414 -0.2369 -0.008
N 2.1793 0.6612 0.1874 0.137
O 2.5543 -0.8466 -0.0962 -0.143
C -1.1445 -0.4702 -0.1928 -0.558
O 0.1587 -0.6906 -0.3123 0.134
H 3.5031 -0.9962 -0.1027 0.064
H -1.6042 1.1202 0.9399 0.191
N -1.3943 0.9945 -0.1471 0.101
```

Output
E_HOMO: -9.4708 eV
Frontier orbital gap: 9.8 eV
Energy: -467.77699 hartree
Energy above the lowest of the compared OMol25 structures with the same formula, charge and spin: 117.5 kcal per mole

=====

Entry 4:
The following is a DFT calculation (ωB97M-V/def2-TZVPD) of a single C4H11N3 molecule.

Geometry as XYZ:
```
18
Properties=species:S:1:pos:R:3:lowdin_charge:R:1
C -0.7677 -1.6857 1.8676 0.008
H 0.2278 1.2355 -2.2084 0.069
H 1.3266 2.3549 0.8609 0.057
H -0.0098 -1.2195 -1.8767 0.061
H -0.2980 -2.5251 1.3779 0.049
H -1.1358 -1.8423 2.8702 0.050
H -1.3648 0.3235 1.7716 0.095
H 1.7761 0.7518 -1.9743 0.065
C 0.7268 0.7053 -0.1224 -0.429
N 1.0048 1.2579 -1.5497 -0.004
N -0.1770 -1.4271 -0.8991 0.036
C -0.9045 -0.5147 1.2664 -0.154
N 0.4598 1.9454 0.5292 -0.005
H 1.6028 0.1664 0.2463 0.144
C -0.5084 -0.2180 -0.1520 -0.407
H -1.3363 0.3567 -0.6109 0.140
H -0.9409 -2.0917 -0.8431 0.074
H 0.3185 2.4268 -0.5534 0.150
```

Output
E_HOMO: -9.0388 eV
Frontier orbital gap: 10.0 eV
Energy: -323.20135 hartree
Energy above the lowest of the compared OMol25 structures with the same formula, charge and spin: 66.0 kcal per mole

=====

Entry 5:
The following is a DFT calculation (ωB97M-V/def2-TZVPD) of a single C6H11BrOS molecule.

Geometry as XYZ:
```
20
Properties=species:S:1:pos:R:3:lowdin_charge:R:1
H 1.3054 0.0404 1.2359 0.067
H 2.1676 0.8124 -1.5056 0.132
H -0.5422 -1.9575 -0.4539 0.081
H 0.7842 -1.2834 -2.2355 0.121
H 2.4020 -0.7326 -0.5799 0.121
S -0.7326 -0.9077 2.0784 0.677
H 1.7770 1.7018 0.8026 0.126
C 1.6424 0.0754 -0.7787 -0.219
C -0.8036 -0.9813 -0.7303 -0.183
C 1.1812 0.8183 0.4486 -0.241
H -0.5863 1.9733 0.9653 0.032
C -1.1049 -0.0437 0.3987 -0.458
H -2.1593 0.1595 0.3337 0.091
H 0.0607 0.4096 -2.2300 0.096
H -1.6995 -0.9449 -1.3519 0.117
O -1.2679 -2.2775 2.1682 -0.531
C 0.4290 -0.4106 -1.6047 -0.181
Br -2.1445 0.5109 3.4544 0.166
H -0.4418 1.7030 -0.7176 0.122
C -0.2670 1.3346 0.3023 -0.136
```

Output
E_HOMO: -9.4537 eV
Frontier orbital gap: 8.6 eV
Energy: -3282.59394 hartree
Energy above the lowest of the compared OMol25 structures with the same formula, charge and spin: 0.0 kcal per mole

=====

Entry 6:
The following is a DFT calculation (ωB97M-V/def2-TZVPD) of a gas-phase ion, C8H16N3O2 (charge +1).

Geometry as XYZ:
```
29
Properties=species:S:1:pos:R:3:lowdin_charge:R:1
H 0.6376 -2.7760 1.4653 0.158
H -0.1631 -1.9221 -1.1077 0.185
H 2.3609 0.2180 1.1124 0.126
H -4.2279 0.7671 1.0865 0.139
H -3.9964 -0.9794 0.4291 0.105
H 0.9520 1.4337 -0.6483 0.105
N -1.3740 -0.5333 -0.0683 0.216
O 0.8450 -1.7947 -0.9471 0.112
H 3.2276 -0.4757 -0.1736 0.155
C -3.6978 0.0313 0.4223 -0.147
H 1.8157 0.6108 -1.9544 0.131
C 1.0916 -1.0410 0.0700 -0.445
C -2.2398 0.1396 0.7870 -0.276
C 3.0835 2.0230 -0.9775 -0.060
H 3.1117 2.3933 -1.9211 0.048
H -3.2623 1.4106 -1.1227 0.086
H -3.3192 -0.1653 -1.5471 0.041
H 2.2151 -2.5239 1.3593 0.132
H 1.3536 -1.4565 2.1893 0.144
C 1.9123 1.0482 -0.9474 -0.191
H -4.9023 0.5583 -1.1694 0.061
N -1.5833 0.5846 1.8610 0.163
H 4.0064 1.4674 -0.6819 0.097
O -0.2479 0.2918 1.6787 0.051
C -0.2399 -0.3605 0.5103 -0.310
H 2.9728 2.6743 -0.1546 0.074
C 2.2035 -0.0846 0.0933 -0.127
N 1.3500 -2.0731 1.3872 0.288
C -3.8853 0.5342 -1.0305 -0.059
```

Output
E_HOMO: -14.2539 eV
Frontier orbital gap: 10.9 eV
Charge: +1
Energy: -628.85056 hartree
Energy above the lowest of the compared OMol25 structures with the same formula, charge and spin: 57.3 kcal per mole